Density functional theory data (the ωB97M-V functional and the def2-TZVPD basis) for a cluster of 4 separate species, H8O4 in total in a non-equilibrium geometry.

E in eV: -8319.8951
Charge: 0
Molecular weight in g/mol: 72.060

Last columns: bonded neighbours and bond lengths (Å).
Element x y z (Å)
1 O 1.429 -0.591 -1.811  H2 0.948, H3 0.980
2 H 2.092 0.017 -2.107  O1 0.948
3 H 1.258 -0.387 -0.868  O1 0.980
4 O -0.424 0.496 3.668  H5 0.966, H6 0.952
5 H -1.073 0.518 2.953  O4 0.966
6 H 0.205 -0.118 3.300  O4 0.952
7 O -1.229 0.017 -2.108  H8 0.931, H9 0.966
8 H -0.359 -0.202 -2.353  O7 0.931
9 H -1.699 -0.653 -2.622  O7 0.966
10 O 0.144 -0.019 0.589  H11 0.963, H12 0.954
11 H 0.079 0.503 1.396  O10 0.963
12 H -0.424 0.419 -0.039  O10 0.954

Atom charges from the Löwdin analysis, given in e for atoms 1 to 8: -0.0548, 0.0413, 0.0172, -0.0401, 0.0323, 0.0216, -0.0460, -0.0375



Density functional theory data (the ωB97M-V functional and the def2-TZVPD basis) for a cluster of 2 separate species, H9N3Si2 in total in a non-equilibrium geometry.

E in eV: -20370.8560
Charge: 0
Molecular weight in g/mol: 107.265

Last columns: bonded neighbours and bond lengths (Å).
Element x y z (Å)
1 N 1.964 -0.177 -0.951  Si4 1.740, H6 0.988, H7 1.037
2 N -1.399 -1.230 0.365  Si5 1.702, H8 0.944, H9 1.058
3 N -1.856 0.995 -0.823  Si5 1.703, H10 0.966, H11 1.026
4 Si 1.793 0.302 0.713  N1 1.740, H12 1.452, H13 1.404
5 Si -1.312 0.439 0.691  N2 1.702, N3 1.703, H14 1.433
6 H 2.826 -0.205 -1.433  N1 0.988
7 H 1.752 -1.192 -0.928  N1 1.037
8 H -1.652 -1.726 1.127  N2 0.944
9 H -1.984 -1.621 -0.426  N2 1.058
10 H -1.199 0.617 -1.422  N3 0.966
11 H -1.606 1.989 -0.865  N3 1.026
12 H 2.638 1.455 0.967  Si4 1.452
13 H 2.238 -0.814 1.439  Si4 1.404
14 H -2.202 1.167 1.546  Si5 1.433

Atom charges from the Löwdin analysis, given in e for atoms 1 to 8: -0.2293, -0.1365, -0.1350, 0.4711, 0.3618, -0.0134, 0.0118, -0.0493



Question: The lowest molecular weight belongs to which entry?
Answer: H8O4



Please write out number 1 again, unchanged.
Density functional theory data (the ωB97M-V functional and the def2-TZVPD basis) for a cluster of 4 separate species, H8O4 in total in a non-equilibrium geometry.

E in eV: -8319.8951
Charge: 0
Molecular weight in g/mol: 72.060

Last columns: bonded neighbours and bond lengths (Å).
Element x y z (Å)
1 O 1.429 -0.591 -1.811  H2 0.948, H3 0.980
2 H 2.092 0.017 -2.107  O1 0.948
3 H 1.258 -0.387 -0.868  O1 0.980
4 O -0.424 0.496 3.668  H5 0.966, H6 0.952
5 H -1.073 0.518 2.953  O4 0.966
6 H 0.205 -0.118 3.300  O4 0.952
7 O -1.229 0.017 -2.108  H8 0.931, H9 0.966
8 H -0.359 -0.202 -2.353  O7 0.931
9 H -1.699 -0.653 -2.622  O7 0.966
10 O 0.144 -0.019 0.589  H11 0.963, H12 0.954
11 H 0.079 0.503 1.396  O10 0.963
12 H -0.424 0.419 -0.039  O10 0.954

Atom charges from the Löwdin analysis, given in e for atoms 1 to 8: -0.0548, 0.0413, 0.0172, -0.0401, 0.0323, 0.0216, -0.0460, -0.0375



Question: Look up the E of the second one.
Answer: -20370.8560 eV